Entry 1:
11
Properties=species:S:1:pos:R:3:forces:R:3 method="wB97M-V/def2-TZVPD" smiles="Nn1onn/c1=N/O" de_lowest_kcal_mol=89.0 homo_lumo_gap_ev=8.21 fmax_ev_per_a=7.150
N 0.39608 1.10660 0.34889 -2.2 6.0 -3.2
N -0.42450 0.28160 -0.53351 3.3 2.0 0.4
O -1.75778 0.35619 -0.48691 -2.7 1.3 -1.0
N -2.26807 -0.88672 -0.14739 3.9 -1.5 3.6
N -1.27359 -1.56462 0.33892 -2.3 -0.4 -3.0
C -0.06476 -0.95140 -0.11643 1.2 -2.8 0.9
N 1.14378 -1.42653 -0.07812 -2.7 -0.9 1.2
O 2.16178 -0.62449 -0.36503 0.3 2.2 -1.0
H -0.02991 2.10757 0.13988 1.8 -2.0 -0.4
H 0.26420 1.23907 1.31374 -0.9 -1.9 2.3
H 1.85277 0.36273 -0.41404 0.4 -2.0 0.3

=====

Entry 2:
11
Properties=species:S:1:pos:R:3:forces:R:3 method="wB97M-V/def2-TZVPD" de_lowest_kcal_mol=101.1 homo_lumo_gap_ev=9.02 fmax_ev_per_a=4.934
O 0.71882 -2.64885 -0.95220 -1.9 2.8 3.6
N 1.18507 -1.21447 -0.93764 -2.2 -2.7 1.4
C 0.34882 -0.58048 -0.20111 0.9 0.1 -0.2
N -1.02631 -0.97242 0.23253 1.2 3.6 -2.2
N -1.64750 0.13237 -0.05286 -0.7 -1.2 2.0
N -0.82248 1.14495 -0.37406 -0.9 3.7 -0.9
N 0.45378 0.86346 -0.21623 2.0 -0.6 2.2
O 0.52027 1.41794 1.34661 1.4 0.2 -1.0
H -0.05328 -2.59868 -0.10735 2.9 -0.9 -3.7
H -0.79943 2.23842 -0.05473 -2.1 -3.6 -0.9
H 1.12223 2.21776 1.31703 -0.5 -1.5 -0.3

=====

Which lowest unoccupied orbital energy belongs to each record? In order, -0.910, -1.103 eV.